Computed, not measured: a cluster of 9 separate species, C78H167N9O10 in total at a distorted geometry, with the ωB97M-V functional and the def2-TZVPD basis.

Last column: Mulliken charge in e.
Cartesian coordinates (Å):
C  -5.28252  -1.71095  -6.00551  -1.611
C  -6.06291  -2.19411  -4.72053  1.512
C  -5.13380  -2.13164  -3.49709  -1.940
C  -7.22284  -1.24007  -4.42845  -1.144
C  -8.43327  -1.49668  -5.27216  -0.705
C  -8.79764  -2.99760  -5.29139  -1.150
C  -7.62885  -3.92567  -5.76265  1.750
C  -8.05233  -5.36830  -5.38041  -2.029
C  -7.41027  -3.76549  -7.25233  -2.004
N  -6.43862  -3.63136  -4.93814  0.272
O  -5.31717  -4.53362  -5.03465  -0.423
H  -4.31269  -2.16763  -6.20293  0.359
H  -5.79494  -2.02789  -6.91385  0.360
H  -5.13056  -0.63534  -6.09536  0.365
H  -4.52401  -1.22933  -3.54290  0.407
H  -5.68629  -2.26440  -2.56691  0.429
H  -4.39239  -2.93059  -3.50617  0.396
H  -7.49422  -1.19222  -3.37387  0.348
H  -6.89598  -0.21275  -4.58932  0.404
H  -9.33548  -0.99575  -4.92116  0.424
H  -8.34593  -1.03584  -6.25609  0.333
H  -9.63334  -3.15705  -5.97275  0.442
H  -9.10835  -3.27769  -4.28485  0.386
H  -7.35178  -6.14129  -5.69635  0.415
H  -8.99633  -5.67541  -5.83061  0.430
H  -8.15700  -5.46727  -4.29996  0.439
H  -7.53083  -2.74862  -7.62586  0.377
H  -8.10417  -4.43421  -7.76165  0.479
H  -6.46200  -4.15535  -7.62233  0.355
H  -5.43711  -5.08523  -4.25815  0.324
C  -2.85034  -7.66477  8.34331  -1.974
C  -3.36873  -6.40772  8.94500  1.460
C  -3.58807  -6.64135  10.45739  -1.663
C  -2.20334  -5.39206  8.76330  -1.044
C  -2.65773  -3.98080  9.03430  -0.753
C  -3.82694  -3.53770  8.04787  -1.155
C  -5.01653  -4.58066  8.14272  1.382
C  -5.85903  -4.14026  9.50007  -1.581
C  -5.83969  -4.35689  6.92017  -1.985
N  -4.58585  -6.00079  8.18009  0.296
O  -5.67373  -6.80510  8.34145  -0.475
H  -2.62522  -7.59442  7.27914  0.420
H  -1.96270  -8.03996  8.85266  0.390
H  -3.67055  -8.38240  8.36267  0.437
H  -3.93505  -5.78184  11.03094  0.308
H  -4.36573  -7.38262  10.64144  0.372
H  -2.64464  -7.03802  10.83246  0.441
H  -1.39857  -5.48713  9.49229  0.413
H  -1.77152  -5.34104  7.76378  0.336
H  -2.85267  -3.83570  10.09686  0.363
H  -1.84056  -3.27083  8.90678  0.407
H  -3.39647  -3.57986  7.04737  0.352
H  -4.20537  -2.55576  8.33187  0.480
H  -6.67212  -4.85824  9.60709  0.381
H  -6.28536  -3.13774  9.53618  0.438
H  -5.43308  -4.21264  10.50078  0.307
H  -6.72259  -4.98521  7.03768  0.486
H  -5.43291  -4.78936  6.00607  0.413
H  -6.24954  -3.37006  6.70498  0.360
H  -5.80925  -7.06102  7.42616  0.387
C  4.60077  9.53489  6.56511  -1.705
C  3.39664  10.43054  6.86307  1.382
C  3.00060  10.28928  8.34828  -1.867
C  3.80722  11.94522  6.62065  -1.077
C  3.98722  12.27795  5.12163  -0.642
C  2.64336  11.97997  4.41544  -1.295
C  2.12654  10.55839  4.53395  1.834
C  0.73019  10.50947  4.00065  -2.044
C  2.95090  9.71546  3.59263  -1.820
N  2.22839  10.17573  5.94762  0.393
O  1.63444  8.91247  6.17287  -0.477
H  5.04314  9.52472  5.56896  0.317
H  5.48380  9.67890  7.18769  0.430
H  4.33043  8.48075  6.62686  0.389
H  3.74006  10.71384  9.02729  0.380
H  2.06761  10.82664  8.51822  0.399
H  2.81719  9.23588  8.55992  0.393
H  3.00392  12.53113  7.06733  0.389
H  4.77127  12.22992  7.04215  0.416
H  4.22283  13.33389  4.98909  0.382
H  4.76560  11.69534  4.62889  0.334
H  2.84158  12.17398  3.36132  0.399
H  1.89094  12.70611  4.72313  0.409
H  0.05756  11.05083  4.66595  0.461
H  0.28868  9.52798  3.82793  0.374
H  0.65095  11.05264  3.05897  0.408
H  2.85649  9.87559  2.51860  0.420
H  2.53693  8.72231  3.76692  0.370
H  4.01488  9.73127  3.82884  0.311
H  0.76554  9.21140  6.45083  0.331
C  11.87806  1.18152  -3.25658  -1.744
C  10.52084  0.44668  -3.39300  1.468
C  10.37715  -0.69689  -2.36603  -1.808
C  9.43468  1.59882  -3.14933  -1.103
C  7.98768  1.17345  -3.52426  -0.594
C  7.98481  0.73062  -4.96860  -1.439
C  9.02468  -0.35076  -5.38925  1.868
C  8.46420  -1.67735  -4.81746  -1.622
C  9.12631  -0.30999  -6.93872  -2.041
N  10.32476  -0.02717  -4.80088  0.145
O  11.27928  -0.99643  -5.16459  -0.453
H  12.09407  1.34212  -2.20034  0.384
H  12.55573  0.48810  -3.75459  0.456
H  11.93637  2.14796  -3.75727  0.344
H  10.95837  -0.43361  -1.48230  0.445
H  9.35366  -0.85854  -2.02776  0.338
H  10.80794  -1.64274  -2.69453  0.362
H  9.31260  1.81124  -2.08721  0.364
H  9.74459  2.50317  -3.67298  0.404
H  7.57294  0.53469  -2.74448  0.280
H  7.28894  2.00956  -3.49658  0.401
H  8.11510  1.51196  -5.71735  0.455
H  6.94611  0.47993  -5.18385  0.410
H  8.26182  -2.44799  -5.56128  0.437
H  7.50605  -1.56646  -4.30976  0.290
H  9.12867  -2.14790  -4.09278  0.280
H  8.18536  -0.31968  -7.48883  0.393
H  9.62737  -1.19973  -7.32003  0.467
H  9.68507  0.56292  -7.27623  0.452
H  11.75062  -0.50574  -5.84184  0.360
C  -4.07292  -11.12864  -2.55460  -1.689
C  -4.55600  -11.07876  -1.07101  1.604
C  -6.09404  -11.24051  -1.08519  -1.973
C  -3.93441  -12.23366  -0.33641  -1.349
C  -2.49520  -11.97999  0.10521  -0.725
C  -2.30768  -10.66897  0.84055  -1.082
C  -2.97032  -9.40423  0.16845  1.466
C  -3.20783  -8.31849  1.22515  -1.875
C  -1.97269  -8.97191  -0.93236  -1.678
N  -4.30400  -9.75803  -0.40918  0.304
O  -4.98572  -8.73448  -1.03390  -0.438
H  -2.99035  -11.19856  -2.66060  0.331
H  -4.42917  -11.95047  -3.17570  0.426
H  -4.35323  -10.20497  -3.06093  0.358
H  -6.45084  -12.25694  -1.25138  0.396
H  -6.63325  -10.97071  -0.17714  0.435
H  -6.54874  -10.63522  -1.86939  0.404
H  -4.53135  -12.48116  0.54137  0.394
H  -4.10880  -13.11451  -0.95430  0.472
H  -2.11549  -12.75739  0.76821  0.401
H  -1.86601  -12.11894  -0.77395  0.367
H  -1.23510  -10.61458  1.02680  0.391
H  -2.76687  -10.82295  1.81704  0.387
H  -3.95723  -8.59106  1.96826  0.415
H  -3.59869  -7.39374  0.80070  0.393
H  -2.21870  -8.10541  1.63051  0.413
H  -2.52610  -8.16046  -1.40500  0.386
H  -1.72650  -9.73992  -1.66560  0.293
H  -1.05795  -8.55433  -0.51167  0.421
H  -5.64170  -8.50049  -0.37320  0.351
C  0.68618  -5.47876  -6.92654  -1.872
C  0.84862  -6.53459  -8.13046  1.413
C  1.72296  -5.86231  -9.21999  -1.737
C  1.54103  -7.77287  -7.57227  -1.253
C  1.44344  -9.01464  -8.49439  -0.609
C  -0.04301  -9.34453  -8.68002  -1.255
C  -0.80531  -8.17702  -9.24727  1.383
C  -0.41594  -8.00995  -10.75984  -1.711
C  -2.32811  -8.51372  -9.13584  -1.886
N  -0.56761  -6.93722  -8.52004  0.428
O  -1.31591  -5.87467  -8.92882  -0.464
H  0.33540  -4.54781  -7.37193  0.445
H  -0.08187  -5.71713  -6.19076  0.413
H  1.61494  -5.23910  -6.40880  0.386
H  2.61625  -5.41442  -8.78464  0.461
H  2.23649  -6.46465  -9.96937  0.349
H  1.12574  -5.14038  -9.77697  0.376
H  2.59075  -7.48218  -7.53113  0.458
H  1.23013  -7.96940  -6.54620  0.388
H  1.71170  -8.88862  -9.54332  0.306
H  2.03409  -9.79084  -8.00782  0.363
H  -0.52727  -9.67544  -7.76127  0.406
H  -0.11835  -10.23995  -9.29698  0.482
H  -0.65076  -8.94896  -11.26105  0.425
H  0.61334  -7.72020  -10.97126  0.347
H  -1.02416  -7.23033  -11.21850  0.397
H  -2.88960  -7.85622  -9.79957  0.396
H  -2.69007  -8.22078  -8.15031  0.435
H  -2.67649  -9.52573  -9.34215  0.355
H  -1.83889  -5.74354  -8.13452  0.375
C  3.56778  11.30248  -3.78640  -1.985
C  3.35404  9.88850  -4.22646  1.409
C  3.54608  9.80651  -5.78874  -1.648
C  4.54032  9.06574  -3.55804  -1.014
C  4.36322  7.54632  -3.58784  -0.730
C  2.93859  7.11170  -3.22809  -1.002
C  1.69548  7.96002  -3.83092  1.234
C  1.46829  7.41363  -5.26894  -1.675
C  0.41845  7.73464  -2.95149  -1.693
N  2.03286  9.38812  -3.80653  0.256
O  1.08285  10.15876  -4.31591  -0.485
H  4.55489  11.67138  -4.06500  0.367
H  2.77035  11.95248  -4.14656  0.439
H  3.57744  11.43837  -2.70494  0.467
H  4.49517  10.30204  -5.99316  0.433
H  3.68183  8.75073  -6.02324  0.423
H  2.75785  10.24469  -6.40095  0.275
H  5.40767  9.17897  -4.20842  0.319
H  4.77211  9.49111  -2.58160  0.437
H  4.56258  7.05446  -4.53990  0.345
H  5.12971  7.21930  -2.88523  0.365
H  2.78115  7.17945  -2.15166  0.406
H  2.83534  6.08542  -3.58050  0.373
H  1.03911  8.23817  -5.83819  0.330
H  0.90727  6.47925  -5.28618  0.438
H  2.43220  7.21926  -5.73927  0.368
H  -0.44634  8.30312  -3.29363  0.428
H  0.67913  7.77896  -1.89405  0.364
H  0.02938  6.73948  -3.16684  0.382
H  0.81932  10.67025  -3.54745  0.376
C  2.14120  -0.49757  -0.08281  -2.061
C  2.04210  -0.53137  1.47408  1.670
C  0.56611  -0.38554  1.91017  -1.756
C  2.56293  -1.91744  1.81537  -1.205
C  2.91155  -2.15241  3.24701  -0.620
C  3.90840  -1.09508  3.70209  -1.187
C  3.45215  0.36101  3.38448  1.349
C  2.38352  0.70070  4.41387  -1.786
C  4.67046  1.34603  3.64617  -1.829
N  2.99190  0.47626  2.00643  0.364
O  2.81263  1.80057  1.55375  -0.434
H  3.16790  -0.63868  -0.42055  0.457
H  1.49788  -1.21156  -0.59707  0.370
H  1.90156  0.51598  -0.40430  0.502
H  -0.17485  -0.91822  1.31406  0.446
H  0.37346  -0.59248  2.96286  0.301
H  0.30182  0.66525  1.79130  0.380
H  1.70683  -2.55653  1.59911  0.367
H  3.35267  -2.14554  1.09957  0.453
H  2.02300  -2.11189  3.87703  0.346
H  3.37251  -3.07999  3.58647  0.366
H  4.75255  -1.20423  3.02122  0.372
H  4.14951  -1.11048  4.76498  0.438
H  2.79923  1.03046  5.36600  0.463
H  1.76189  -0.14898  4.69622  0.302
H  1.81255  1.48746  3.92083  0.375
H  5.43237  1.48099  2.87844  0.369
H  5.17782  1.15404  4.59158  0.418
H  4.28560  2.34652  3.84377  0.427
H  3.35196  1.76451  0.76037  0.343
C  -4.38512  4.35163  5.83690  -0.704
O  -4.68930  5.53294  6.59474  -0.293
C  -3.65332  6.50413  6.69154  -0.551
C  -4.40888  7.77138  7.04844  -0.539
N  -3.58842  8.87384  7.51130  -0.255
C  -4.20454  10.23946  7.35428  -0.511
C  -3.48772  11.25058  8.23230  -0.686
O  -3.65536  11.15727  9.66003  -0.358
C  -5.02927  11.30343  10.15608  -0.655
H  -5.18319  3.62486  5.98855  0.227
H  -3.44439  3.94025  6.20282  0.292
H  -4.20131  4.63719  4.80115  0.296
H  -3.15673  6.71643  5.74473  0.281
H  -2.86426  6.16815  7.36429  0.356
H  -5.08632  7.56501  7.87705  0.318
H  -4.94644  8.08905  6.15501  0.286
H  -3.48871  8.82803  8.51532  0.254
H  -5.26303  10.23775  7.61449  0.341
H  -4.17005  10.63013  6.33729  0.399
H  -3.79059  12.23310  7.87030  0.416
H  -2.41610  11.17768  8.04684  0.288
H  -5.01961  11.29760  11.24602  0.254
H  -5.66749  10.51957  9.74823  0.249
H  -5.47598  12.23793  9.81660  0.301

Summary:
ΔE to the lowest compared entry with this formula, charge and spin: 513.44 kJ/mol
SMILES: CC1(C)CCCC(C)(C)N1O.CC1(C)CCCC(C)(C)N1O.CC1(C)CCCC(C)(C)N1O.CC1(C)CCCC(C)(C)N1O.CC1(C)CCCC(C)(C)N1O.CC1(C)CCCC(C)(C)N1O.CC1(C)CCCC(C)(C)N1O.CC1(C)CCCC(C)(C)N1O.COCCNCCOC
Charge: 0